Record 1
Below is CH2ClFP2 in the gas phase, with properties calculated with the ωB97M-V functional and the def2-TZVPD basis.

XYZ file:
```
7
Properties=species:S:1:pos:R:3:forces:R:3:lowdin_charge:R:1
C -1.228746 -0.256414 0.477165 1.33 -0.05 -0.73 -0.97
F 3.073221 0.541689 -0.009820 -0.62 -0.44 0.18 -0.53
P 0.204861 0.507431 -0.200385 -1.24 -0.65 1.18 0.53
P 1.903831 -0.607470 0.209457 0.88 0.21 -0.38 0.51
Cl -2.807456 -0.169224 -0.136248 -0.28 0.25 -0.38 0.54
H -1.075558 -1.162700 1.057238 0.15 0.47 0.44 0.00
H -0.070154 1.146687 -1.397409 -0.22 0.21 -0.30 -0.07
```
Positions in Å, forces in eV/Å.

HOMO energy (alpha / beta), eV: -7.964 / -7.838
Kohn-Sham gap (alpha / beta), eV: 7.10 / 6.52
Electronic energy, eV: -34884.311
Energy above the lowest of the compared OMol25 structures with the same formula, charge and spin, kJ/mol: 218.1



Record 2
Below is 2 unconnected molecules or ions with the total composition CH2ClFP2, with properties calculated with the ωB97M-V functional and the def2-TZVPD basis.

XYZ file:
```
7
Properties=species:S:1:pos:R:3:forces:R:3:lowdin_charge:R:1
C -0.102838 -0.530389 0.476599 0.58 -0.01 0.70 -1.36
F 2.422619 -1.269710 0.580240 -0.15 -0.08 -0.51 -0.43
P 0.623525 1.117247 0.194821 0.26 1.25 -3.75 0.59
P 1.362555 -0.829169 -0.588538 0.15 0.35 1.41 0.65
Cl -1.692290 -1.164738 0.036850 0.39 0.28 0.45 0.47
H 0.245801 -0.516192 1.585487 -1.10 -0.85 -1.56 0.05
H 0.469212 1.553692 -1.747114 -0.13 -0.95 3.28 0.02
```
Positions in Å, forces in eV/Å.

HOMO energy, eV: -9.893
Kohn-Sham gap, eV: 9.49
Electronic energy, eV: -34884.803
Energy above the lowest of the compared OMol25 structures with the same formula, charge and spin, kJ/mol: 170.7



Record 3
Below is 2 unconnected molecules or ions with the total composition CH2ClN, with properties calculated with the ωB97M-V functional and the def2-TZVPD basis.

XYZ file:
```
5
Properties=species:S:1:pos:R:3:forces:R:3:lowdin_charge:R:1
C -1.048572 0.230397 -0.197024 0.59 -0.06 0.02 -0.08
N -2.198951 0.165227 -0.083845 1.08 0.04 -0.09 0.05
Cl 3.708123 -0.072282 -0.089918 1.65 0.74 -0.85 0.30
H 2.704134 -0.533741 0.440451 -1.68 -0.72 0.84 -0.31
H -3.164736 0.210398 -0.069666 -1.64 0.00 0.08 0.04
```
Positions in Å, forces in eV/Å.

HOMO energy, eV: -11.560
Kohn-Sham gap, eV: 12.76
Electronic energy, eV: -15080.606
Energy above the lowest of the compared OMol25 structures with the same formula, charge and spin, kJ/mol: 60.4



Record 4
Below is a molecular structure, CH2ClN2O2, with properties calculated with the ωB97M-V functional and the def2-TZVPD basis.

XYZ file:
```
8
Properties=species:S:1:pos:R:3:forces:R:3:lowdin_charge:R:1
C -0.881690 -0.371685 0.146849 -1.95 1.43 2.86 -0.36
N 0.218366 -0.055667 0.730498 2.31 -0.36 2.54 -0.07
N 1.326841 0.007386 -0.043164 0.44 -1.31 -1.19 -0.46
O 1.217745 -0.169430 -1.278638 0.51 0.57 0.85 -0.05
O 2.428289 0.096544 0.526230 -1.30 0.37 -0.55 -0.03
Cl -1.760702 1.681763 -0.115512 -0.66 0.24 -0.38 -0.11
H -1.713810 -0.623975 0.888905 1.24 0.07 -1.63 0.08
H -0.835036 -0.564939 -0.855169 -0.59 -1.02 -2.50 0.01
```
Positions in Å, forces in eV/Å.

HOMO energy, eV: -4.559
Kohn-Sham gap, eV: 8.44
Electronic energy, eV: -20664.992
Energy above the lowest of the compared OMol25 structures with the same formula, charge and spin, kJ/mol: 90.1
Net charge: -1



Record 5
Below is 2 unconnected molecules or ions with the total composition CH2ClN3S, with properties calculated with the ωB97M-V functional and the def2-TZVPD basis.

XYZ file:
```
8
Properties=species:S:1:pos:R:3:forces:R:3:lowdin_charge:R:1
C 1.771169 -0.753280 0.916173 -0.59 1.27 0.12 -1.32
N -0.481902 -0.180866 0.959688 -0.39 1.06 -1.07 0.09
N -1.592621 0.609501 -0.864617 -2.87 0.59 -0.61 0.04
N -0.568256 0.284743 -0.137915 3.25 -1.99 0.86 -0.23
S 2.746506 0.446468 0.691397 0.20 0.29 -0.02 0.62
Cl 1.932710 -2.375107 0.772064 -0.02 -1.36 -0.02 0.62
H -1.527338 0.750935 -1.853075 1.22 0.04 -0.11 0.09
H -2.280268 1.217606 -0.483716 -0.80 0.11 0.86 0.09
```
Positions in Å, forces in eV/Å.

HOMO energy (alpha / beta), eV: -7.536 / -8.048
Kohn-Sham gap (alpha / beta), eV: 7.33 / 7.95
Electronic energy, eV: -28892.165
Energy above the lowest of the compared OMol25 structures with the same formula, charge and spin, kJ/mol: 229.0



Record 6
Below is CH2ClN3S in the gas phase, with properties calculated with the ωB97M-V functional and the def2-TZVPD basis.

XYZ file:
```
8
Properties=species:S:1:pos:R:3:forces:R:3:lowdin_charge:R:1
C 0.618104 -1.278572 -0.122730 -1.55 -3.15 -1.19 -0.97
N 1.977114 -1.277194 0.208904 0.60 2.16 0.66 -0.10
N -0.024060 -0.119207 -0.352185 -0.39 0.24 -0.92 0.08
N 2.683713 -1.891495 0.954631 0.42 -0.02 -0.69 -0.32
S -0.009989 -2.731598 -0.451658 -0.59 -0.61 -0.36 0.69
Cl 2.066386 -3.319888 1.857656 -0.42 -0.19 0.59 0.41
H 0.649531 0.557074 -0.188070 0.97 2.51 0.16 0.06
H -0.598675 0.059987 -1.224772 0.95 -0.94 1.76 0.15
```
Positions in Å, forces in eV/Å.

HOMO energy, eV: -8.855
Kohn-Sham gap, eV: 7.55
Electronic energy, eV: -28894.534
Energy above the lowest of the compared OMol25 structures with the same formula, charge and spin, kJ/mol: 0.4



Record 7
Below is 2 unconnected molecules or ions with the total composition CH2ClNO, with properties calculated with the ωB97M-V functional and the def2-TZVPD basis.

XYZ file:
```
6
Properties=species:S:1:pos:R:3:forces:R:3:lowdin_charge:R:1
C -0.198257 -0.252609 -0.165205 -2.68 -1.27 3.80 -0.68
N -0.022217 1.200170 -0.011039 -0.74 0.05 -0.54 -0.13
O 1.085003 1.555211 0.224605 0.21 -0.14 0.23 -0.02
Cl 1.144569 -1.248160 0.213073 0.78 -0.36 0.48 0.59
H -0.529532 -0.622744 -1.088613 -1.02 0.46 -1.36 0.01
H -1.479567 -0.631869 0.827178 3.44 1.25 -2.60 0.23
```
Positions in Å, forces in eV/Å.

HOMO energy, eV: -9.813
Kohn-Sham gap, eV: 8.95
Electronic energy, eV: -17124.615
Energy above the lowest of the compared OMol25 structures with the same formula, charge and spin, kJ/mol: 479.7



Record 8
Below is 2 unconnected molecules or ions with the total composition CH2ClNO, with properties calculated with the ωB97M-V functional and the def2-TZVPD basis.

XYZ file:
```
6
Properties=species:S:1:pos:R:3:forces:R:3:lowdin_charge:R:1
C -0.227720 0.348739 0.036047 -1.71 -1.83 -0.35 -0.56
N -2.126813 -1.210057 -0.052398 -0.37 2.89 0.83 0.07
O -3.015126 -0.500903 0.190087 1.79 -1.49 -0.67 -0.08
Cl -1.147269 1.754959 -0.026130 -0.13 0.08 0.12 0.57
H 0.170507 -0.025652 -0.888120 0.27 0.22 -0.13 0.00
H 0.217227 0.073757 0.972084 0.15 0.13 0.20 0.00
```
Positions in Å, forces in eV/Å.

HOMO energy (alpha / beta), eV: -7.666 / -7.665
Kohn-Sham gap (alpha / beta), eV: 7.44 / 7.44
Electronic energy, eV: -17124.943
Energy above the lowest of the compared OMol25 structures with the same formula, charge and spin, kJ/mol: 448.1



Record 9
Below is 2 unconnected molecules or ions with the total composition CH2ClNO2, with properties calculated with the ωB97M-V functional and the def2-TZVPD basis.

XYZ file:
```
7
Properties=species:S:1:pos:R:3:forces:R:3:lowdin_charge:R:1
C 0.042865 0.743568 0.047059 -2.18 -0.83 3.50 -0.53
N 1.458010 0.962346 0.259416 0.75 3.14 2.58 -0.52
O 2.278147 0.310117 -0.298011 0.46 -1.27 -1.16 0.10
O 1.727201 1.839109 1.104383 -0.38 -0.98 -1.29 0.01
Cl -0.910113 2.129121 -0.482213 0.82 -0.64 0.55 0.61
H -0.167088 -0.085994 -0.606262 0.20 -0.31 0.13 0.05
H -0.248721 0.320921 1.742528 0.32 0.89 -4.30 0.27
```
Positions in Å, forces in eV/Å.

HOMO energy, eV: -10.940
Kohn-Sham gap, eV: 9.64
Electronic energy, eV: -19170.923
Energy above the lowest of the compared OMol25 structures with the same formula, charge and spin, kJ/mol: 530.3



Record 10
Below is CH2ClNO4S in the gas phase, with properties calculated with the ωB97M-V functional and the def2-TZVPD basis.

XYZ file:
```
10
Properties=species:S:1:pos:R:3:forces:R:3:lowdin_charge:R:1
C 0.026344 0.361178 0.502766 1.32 -2.72 -1.68 -0.13
N -0.619995 1.569742 0.131995 -1.42 -0.04 0.72 -0.46
O 0.132317 2.493435 -0.041059 -0.96 1.54 -0.43 0.07
O -1.824531 1.524629 0.172991 -0.42 0.91 -0.50 0.12
O 2.370963 1.581289 1.099464 -0.80 -0.09 -1.62 -0.37
O 1.880429 1.197202 -1.423827 -0.06 -0.83 2.16 -0.32
S 1.790685 0.854980 -0.013773 1.17 -0.18 0.75 0.41
Cl 2.743862 -0.936482 0.304913 -0.37 -0.33 -0.55 0.37
H -0.449696 -0.569445 -0.024018 1.19 1.87 0.84 0.17
H -0.049002 0.271115 1.575161 0.35 -0.12 0.30 0.13
```
Positions in Å, forces in eV/Å.

HOMO energy, eV: -11.564
Kohn-Sham gap, eV: 10.71
Electronic energy, eV: -34102.453
Energy above the lowest of the compared OMol25 structures with the same formula, charge and spin, kJ/mol: 325.5